(1)
Molecular formula: C4H8NPS
Method: DFT, ωB97M-V/def2-TZVPD

Atoms and positions in Å:
C: -0.321 -0.765 0.616
C: -0.653 0.689 0.856
C: -0.101 -1.684 -0.604
C: -0.838 1.760 -0.206
N: 0.597 0.111 1.167
P: 2.320 0.860 -0.412
S: 3.457 -0.657 -0.255
H: -0.704 -1.441 1.402
H: -1.294 0.820 1.699
H: -0.250 -1.206 -1.718
H: -0.621 -2.654 -0.452
H: 0.934 -1.862 -0.541
H: -0.650 2.664 0.251
H: -1.782 1.743 -0.748
H: -0.093 1.622 -1.056

Summary:
Orbital gap (alpha / beta) (eV): 6.1815 / 6.1917
Relative energy (zero: lowest compared OMol25 entry of this formula, charge and spin) (kJ/mol): 322.7
E_HOMO (alpha / beta) (Ha): -0.28904 / -0.28936
E_LUMO (alpha / beta) (eV): -1.68 / -1.68
Strongest force on any atom (eV Å⁻¹): 5.4

---

(2)
Molecular formula: C4H8NS
Method: DFT, ωB97M-V/def2-TZVPD

Atoms and positions in Å:
C: 0.807 1.808 -1.152
C: 0.147 0.025 0.297
C: 0.805 1.313 0.077
C: -0.139 -0.813 1.291
N: -0.981 -2.058 1.169
S: -0.215 1.342 -2.514
H: 1.402 2.795 -1.386
H: 0.601 1.901 -3.539
H: -0.287 -0.474 -0.625
H: 1.228 1.663 0.959
H: 0.048 -0.576 2.247
H: -1.761 -1.784 1.761
H: -0.472 -2.922 1.198
H: -1.183 -2.219 0.217

Summary:
Orbital gap (eV): 8.7335
Relative energy (zero: lowest compared OMol25 entry of this formula, charge and spin) (kJ/mol): 168.8
Charge: +1
E_HOMO (Ha): -0.45623
E_LUMO (eV): -3.68
Strongest force on any atom (eV Å⁻¹): 3.9
SMILES: [NH3+]/C=C/C=C\S

---

(3)
Molecular formula: C4H8NS
Method: DFT, ωB97M-V/def2-TZVPD

Atoms and positions in Å:
C: 1.612 -0.981 0.380
C: -2.278 -0.925 0.258
C: -1.922 0.032 -0.832
C: 1.634 1.444 -0.025
N: 1.122 0.167 0.254
S: -3.017 0.812 0.222
H: 2.763 -1.149 0.115
H: 1.127 -1.915 0.674
H: -2.954 -1.718 -0.073
H: -1.643 -1.164 1.030
H: -1.810 0.163 -1.875
H: 1.124 2.082 -0.667
H: 2.750 1.271 -0.358
H: 1.490 1.881 0.898

Summary:
Orbital gap (alpha / beta) (eV): 5.6185 / 5.6159
Relative energy (zero: lowest compared OMol25 entry of this formula, charge and spin) (kJ/mol): 413.1
Charge: +1
E_HOMO (alpha / beta) (Ha): -0.46519 / -0.46513
E_LUMO (alpha / beta) (eV): -7.04 / -7.04
Strongest force on any atom (eV Å⁻¹): 5.2

---

(4)
Molecular formula: C4H8O
Method: DFT, ωB97M-V/def2-TZVPD

Atoms and positions in Å:
C: -0.486 1.350 1.329
C: 0.195 -1.449 0.016
C: -0.289 -0.803 -1.228
C: 1.062 -0.104 -1.157
O: 1.386 -0.870 -0.052
H: 0.095 0.926 2.153
H: -0.599 2.429 1.469
H: -1.473 0.877 1.294
H: -0.234 -1.724 0.977
H: -0.306 -1.474 -2.095
H: -1.228 -0.242 -1.163
H: 0.050 1.177 0.391
H: 1.827 -0.092 -1.934

Summary:
Orbital gap (alpha / beta) (eV): 8.1581 / 8.7913
Relative energy (zero: lowest compared OMol25 entry of this formula, charge and spin) (kJ/mol): 435.0
E_HOMO (alpha / beta) (Ha): -0.28153 / -0.29431
E_LUMO (alpha / beta) (eV): 0.50 / 0.78
Strongest force on any atom (eV Å⁻¹): 1.0

---

(5)
Molecular formula: C4H8O
Method: DFT, ωB97M-V/def2-TZVPD

Atoms and positions in Å:
C: -1.478 0.476 0.303
C: -0.146 0.228 -0.427
C: 0.874 -1.805 -0.132
C: 0.955 1.093 0.064
O: 2.033 0.703 0.438
H: -2.317 -0.067 -0.146
H: -1.424 0.196 1.358
H: -1.752 1.546 0.265
H: -0.307 0.414 -1.505
H: 1.807 -1.766 -0.705
H: -0.077 -1.366 -0.523
H: 1.109 -1.835 0.935
H: 0.722 2.181 0.075

Summary:
Orbital gap (alpha / beta) (eV): 8.6140 / 8.6123
Relative energy (zero: lowest compared OMol25 entry of this formula, charge and spin) (kJ/mol): 448.6
E_HOMO (alpha / beta) (Ha): -0.30416 / -0.30406
E_LUMO (alpha / beta) (eV): 0.34 / 0.34
Strongest force on any atom (eV Å⁻¹): 1.8

---

(6)
Molecular formula: C4H8O
Method: DFT, ωB97M-V/def2-TZVPD

Atoms and positions in Å:
C: 1.386 -0.476 -1.277
C: 0.615 -0.398 0.016
C: -0.481 0.307 0.243
O: -0.857 1.391 -0.528
C: -1.308 0.184 1.498
H: 1.680 0.489 -1.703
H: 0.877 -1.117 -1.998
H: 2.293 -1.029 -1.030
H: 0.901 -1.075 0.811
H: -0.480 1.226 -1.410
H: -0.786 0.194 2.455
H: -1.883 -0.745 1.461
H: -1.957 1.049 1.462

Summary:
Orbital gap (eV): 9.4207
Relative energy (zero: lowest compared OMol25 entry of this formula, charge and spin) (kJ/mol): 76.4
E_HOMO (Ha): -0.31273
E_LUMO (eV): 0.91
Strongest force on any atom (eV Å⁻¹): 1.7
SMILES: C/C=C(/C)O